[1]
# BH20O8

9 unconnected molecules or ions with the total composition BH20O8 (wB97M-V/def2-TZVPD, OMol25).

Each line ends with the natural charge from an NBO analysis.
CARTESIAN COORDINATES (ANGSTROEM)
B (0.25, -0.32, -0.18)  -0.84
H (-0.50, 0.24, 0.35)  0.02
H (0.01, -0.36, -1.23)  0.18
H (1.23, 0.14, -0.14)  0.11
H (0.33, -1.34, 0.17)  -0.02
O (-3.06, -0.38, -0.29)  -0.91
H (-3.23, 0.55, -0.44)  0.46
H (-2.11, -0.44, -0.17)  0.47
O (-0.33, -0.43, 2.55)  -0.55
H (-0.36, -0.49, 1.60)  0.50
H (-0.74, 0.41, 2.76)  0.51
O (2.46, -2.41, 0.21)  -0.94
H (1.64, -1.97, -0.01)  0.47
H (2.64, -2.96, -0.55)  0.47
O (-0.47, 2.14, -1.53)  -0.94
H (-1.11, 1.87, -2.18)  0.47
H (-0.26, 1.34, -1.04)  0.47
O (-1.27, -3.01, -1.08)  -0.93
H (-1.70, -3.51, -0.38)  0.47
H (-0.64, -2.46, -0.62)  0.46
O (-1.33, 2.02, 2.16)  -0.98
H (-2.02, 2.37, 1.60)  0.49
H (-0.52, 2.18, 1.68)  0.50
O (2.23, 0.77, -2.37)  -0.91
H (3.04, 0.27, -2.28)  0.47
H (1.60, 0.29, -1.83)  0.47
O (1.42, 2.05, 1.40)  -0.93
H (1.31, 1.10, 1.35)  0.48
H (1.50, 2.33, 0.49)  0.49

## Properties
maximum force	4.5	eV Å⁻¹
energy	-17373.8893	eV
ΔE to the lowest compared entry with this formula, charge and spin	0.0	kJ/mol
multiplicity	2



[2]
# C3H2GdO2

A molecular structure, C3H2GdO2 (wB97M-V/def2-TZVPD, OMol25).

Each line ends with the Löwdin spin population.
CARTESIAN COORDINATES (ANGSTROEM)
H (0.09, -1.85, 0.04)  0.00
C (0.13, -0.77, 0.04)  0.04
C (0.97, 0.25, 0.05)  0.11
Gd (3.51, 0.41, 0.22)  5.94
O (-1.30, -0.15, -0.12)  0.11
H (-2.15, -0.63, -0.01)  0.01
O (-0.02, 1.51, -0.09)  0.08
C (-1.24, 1.24, -0.13)  0.72

## Properties
maximum force	5.7	eV Å⁻¹
energy	-28028.3428	eV
multiplicity	8
charge	+3



[3]
# C3H9NO3

2 unconnected molecules or ions with the total composition C3H9NO3 (wB97M-V/def2-TZVPD, OMol25).

Each line ends with the natural charge from an NBO analysis.
CARTESIAN COORDINATES (ANGSTROEM)
C (-1.47, -0.35, 0.71)  -0.41
N (-0.71, 0.00, -0.48)  -0.66
C (-0.07, 1.26, -0.08)  -0.38
C (0.86, 1.82, -1.09)  0.77
O (1.30, 2.97, -1.09)  -0.58
O (1.02, 0.79, -2.00)  -0.68
H (-0.72, -0.66, 1.46)  0.20
H (-2.18, -1.18, 0.55)  0.21
H (-2.02, 0.52, 1.11)  0.18
H (-1.40, 0.15, -1.23)  0.38
H (-0.83, 2.06, -0.13)  0.22
H (0.41, 1.30, 0.91)  0.24
H (0.44, 0.13, -1.54)  0.49
O (1.88, -3.30, 0.82)  -0.94
H (2.17, -2.87, 1.66)  0.47
H (1.29, -2.63, 0.40)  0.47

## Properties
maximum force	3.5	eV Å⁻¹
SMILES	CNCC(=O)O.O
energy	-10888.6263	eV
ΔE to the lowest compared entry with this formula, charge and spin	188.6	kJ/mol



[4]
# C15H33N4NbO2

A molecular structure, C15H33N4NbO2 (wB97M-V/def2-TZVPD, OMol25).

Each line ends with the natural charge from an NBO analysis.
CARTESIAN COORDINATES (ANGSTROEM)
Nb (-0.16, 0.49, 0.43)  2.01
N (-1.39, 1.99, 1.20)  -0.67
N (1.52, 1.38, 1.12)  -0.65
N (-0.70, -1.65, 0.06)  -0.61
N (1.42, -1.11, -0.18)  -0.67
H (-0.64, 3.95, 0.70)  0.19
C (-1.05, 3.37, 1.54)  -0.42
H (-0.37, 3.44, 2.40)  0.20
H (-2.00, 3.85, 1.83)  0.19
H (-3.34, 2.71, 1.18)  0.19
C (-2.81, 1.79, 1.48)  -0.42
H (-2.98, 1.70, 2.57)  0.19
H (-3.25, 0.94, 0.95)  0.19
C (2.32, 2.36, 0.39)  -0.42
H (3.32, 1.95, 0.17)  0.19
H (1.85, 2.62, -0.56)  0.19
H (2.44, 3.29, 0.97)  0.20
H (3.18, 0.51, 2.10)  0.18
C (2.21, 0.98, 2.34)  -0.43
H (2.37, 1.84, 3.01)  0.19
H (1.63, 0.24, 2.90)  0.24
C (-2.03, -2.13, -0.32)  -0.04
H (-2.57, -1.32, -0.84)  0.18
C (-2.87, -2.39, 0.92)  -0.60
H (-2.96, -1.50, 1.54)  0.22
H (-3.88, -2.71, 0.63)  0.20
H (-2.41, -3.20, 1.51)  0.22
C (-2.05, -3.29, -1.30)  -0.62
H (-3.08, -3.64, -1.43)  0.22
H (-1.69, -2.98, -2.28)  0.22
H (-1.45, -4.12, -0.92)  0.21
H (3.36, -1.47, -3.06)  0.22
C (2.38, -1.47, -2.56)  -0.62
H (2.00, -2.50, -2.52)  0.20
H (1.69, -0.85, -3.15)  0.22
C (2.52, -0.87, -1.15)  -0.03
H (2.53, 0.22, -1.35)  0.18
C (3.87, -1.14, -0.49)  -0.62
H (3.73, -1.32, 0.58)  0.23
H (4.36, -2.01, -0.95)  0.20
H (4.50, -0.24, -0.60)  0.20
H (0.77, -3.17, -0.37)  0.17
C (0.53, -2.10, -0.18)  0.38
C (-0.71, 1.16, -1.49)  -0.85
H (-1.81, 1.21, -1.27)  0.25
H (-0.25, 2.13, -1.13)  0.24
C (-0.44, 1.03, -2.96)  -0.16
H (0.57, 1.43, -3.19)  0.20
C (-1.34, 0.61, -3.91)  -0.43
H (-2.31, 0.27, -3.56)  0.19
H (-1.08, 0.29, -4.92)  0.21
O (-0.51, -0.64, 4.62)  -0.62
C (-0.88, -0.14, 3.57)  0.66
O (-0.48, -0.49, 2.36)  -0.77
H (-1.61, 0.70, 3.53)  0.07

## Properties
maximum force	4.6	eV Å⁻¹
energy	-27693.5109	eV



[5]
# CH5OPS

2 unconnected molecules or ions with the total composition CH5OPS (wB97M-V/def2-TZVPD, OMol25).

Each line ends with the natural charge from an NBO analysis.
CARTESIAN COORDINATES (ANGSTROEM)
C (-0.56, 1.18, -0.38)  -0.96
O (-0.92, -1.94, -0.86)  -0.99
P (-0.23, -0.25, 0.83)  0.90
S (1.87, 0.23, 1.07)  -0.30
H (-0.20, 2.05, 0.09)  0.24
H (-1.59, 1.16, -0.86)  0.27
H (0.10, 0.99, -1.12)  0.24
H (-0.48, -2.76, -0.89)  0.44
H (2.01, -0.67, 2.12)  0.17

## Properties
maximum force	3.8	eV Å⁻¹
energy	-23287.0705	eV
ΔE to the lowest compared entry with this formula, charge and spin	305.6	kJ/mol



[6]
# C23H15O6PZn

A molecular structure, C23H15O6PZn (wB97M-V/def2-TZVPD, OMol25).

Each line ends with the natural charge from an NBO analysis.
CARTESIAN COORDINATES (ANGSTROEM)
O (-2.03, -4.49, 1.63)  -0.40
C (-0.97, -4.11, 1.46)  0.46
Zn (1.42, -2.56, 0.83)  1.48
O (2.87, -5.59, 1.91)  -0.34
C (2.32, -4.65, 1.58)  0.43
C (3.27, -1.80, 0.52)  0.39
O (4.27, -1.31, 0.31)  -0.30
C (1.21, -2.08, 3.11)  0.44
O (1.13, -1.55, 4.13)  -0.34
C (1.11, -3.65, -1.22)  0.44
O (0.97, -3.88, -2.33)  -0.34
O (0.05, -1.23, 0.35)  -1.29
P (-0.17, 0.23, -0.09)  1.93
C (0.50, 1.33, 1.17)  -0.37
C (-0.37, 2.03, 2.03)  -0.20
C (0.13, 2.80, 3.07)  -0.18
C (1.51, 2.87, 3.30)  -0.16
C (2.38, 2.14, 2.47)  -0.19
C (1.88, 1.38, 1.42)  -0.23
C (0.49, 0.43, -1.76)  -0.38
C (-0.39, 0.53, -2.86)  -0.19
C (0.10, 0.58, -4.16)  -0.19
C (1.48, 0.49, -4.39)  -0.16
C (2.36, 0.35, -3.31)  -0.19
C (1.86, 0.32, -2.01)  -0.23
C (-1.94, 0.46, -0.16)  -0.49
C (-2.48, 1.71, -0.53)  -0.13
C (-3.86, 1.89, -0.60)  -0.22
C (-4.72, 0.82, -0.29)  -0.15
C (-4.19, -0.42, 0.09)  -0.20
C (-2.80, -0.60, 0.15)  -0.16
H (-1.45, 1.97, 1.87)  0.24
H (-0.55, 3.36, 3.71)  0.25
H (1.91, 3.47, 4.11)  0.25
H (3.46, 2.18, 2.64)  0.24
H (2.57, 0.80, 0.79)  0.18
H (-1.47, 0.58, -2.68)  0.24
H (-0.59, 0.69, -4.99)  0.25
H (1.87, 0.53, -5.41)  0.25
H (3.43, 0.28, -3.48)  0.24
H (2.56, 0.20, -1.17)  0.18
H (-1.82, 2.54, -0.77)  0.22
H (-4.27, 2.86, -0.89)  0.24
H (-5.80, 0.95, -0.33)  0.25
H (-4.84, -1.26, 0.33)  0.24
H (-2.39, -1.57, 0.44)  0.22

## Properties
maximum force	4.4	eV Å⁻¹
energy	-94070.8923	eV
charge	+2